Computed, not measured: an isolated molecule of C20H22N2OS2, with the ωB97M-V functional and the def2-TZVPD basis.

Computed properties:
Orbital gap   8.935 eV
2S+1   1
Electronic energy   -47795.64496 eV
HOMO level   -8.26 eV
ΔE to the lowest compared entry with this formula, charge and spin   115.1 kJ/mol
LUMO   0.7 eV
SMILES string   CCc1cc2cc(C(=O)N3CCN(Cc4ccccc4)CC3)sc2s1

```
47
Properties=species:S:1:pos:R:3:forces:R:3
C -5.596 0.770 -4.398 -0.110 0.156 0.057
C -5.506 1.965 -3.446 0.007 -0.166 -0.181
C -4.274 1.902 -2.610 0.170 0.110 0.064
C -4.166 1.615 -1.291 -0.132 0.077 -0.228
C -2.820 1.615 -0.833 0.585 0.167 -0.631
C -2.142 1.387 0.388 0.442 -0.005 0.081
C -0.789 1.508 0.264 -0.213 0.227 -0.436
C 0.246 1.488 1.325 -0.074 0.074 0.168
O 1.040 2.405 1.437 0.191 0.132 -0.164
N 0.210 0.443 2.188 0.020 -0.039 0.171
C -0.429 -0.830 1.956 -0.051 -0.489 -0.311
C 0.635 -1.907 1.713 -0.296 0.146 0.085
N 1.523 -1.967 2.856 -0.017 -0.047 0.055
C 2.413 -3.122 2.854 -0.036 0.029 0.009
C 3.398 -3.153 1.711 -0.008 -0.047 0.054
C 3.061 -3.748 0.501 0.030 -0.003 0.057
C 3.939 -3.719 -0.568 -0.026 -0.035 -0.112
C 5.167 -3.094 -0.442 0.050 0.000 -0.062
C 5.516 -2.505 0.761 0.098 0.060 -0.005
C 4.637 -2.535 1.829 -0.038 -0.060 -0.006
C 2.205 -0.697 3.021 -0.217 0.201 0.107
C 1.164 0.392 3.276 0.410 0.198 0.145
S -0.287 1.938 -1.353 -0.476 -0.070 0.294
C -1.931 1.912 -1.858 0.119 -0.035 0.108
S -2.713 2.184 -3.366 -0.199 -0.103 0.415
H -4.739 0.758 -5.067 0.039 -0.078 -0.091
H -5.610 -0.161 -3.836 0.022 -0.092 0.007
H -6.503 0.832 -4.994 -0.074 -0.049 -0.112
H -6.376 1.978 -2.786 0.040 0.094 -0.010
H -5.506 2.888 -4.031 -0.117 0.039 0.073
H -5.010 1.414 -0.656 -0.248 -0.021 0.055
H -2.636 1.167 1.318 -0.027 -0.066 0.223
H -1.093 -0.769 1.095 0.069 -0.021 0.139
H -1.010 -1.096 2.846 -0.019 -0.029 -0.078
H 0.143 -2.875 1.597 0.003 -0.015 -0.051
H 1.173 -1.669 0.778 -0.066 -0.047 0.034
H 1.779 -4.014 2.825 0.085 -0.003 0.040
H 2.948 -3.112 3.808 -0.012 -0.082 -0.040
H 2.107 -4.245 0.398 -0.101 -0.048 0.002
H 3.663 -4.187 -1.502 -0.014 -0.037 -0.072
H 5.852 -3.070 -1.277 0.055 -0.001 -0.063
H 6.476 -2.021 0.868 0.078 0.035 0.003
H 4.919 -2.079 2.768 0.019 0.047 0.106
H 2.872 -0.766 3.883 0.051 0.024 -0.012
H 2.799 -0.425 2.133 0.000 0.003 0.082
H 1.642 1.370 3.350 -0.074 -0.129 0.046
H 0.621 0.170 4.200 0.059 0.001 -0.016
```
Positions in Å, forces in eV/Å.

=====

Computed, not measured: a structure of composition C11H23N2O5P2Sn, with the ωB97M-V functional and the def2-TZVPD basis.

Computed properties:
Orbital gap   4.996 eV
2S+1   1
Electronic energy   -49371.88512 eV
HOMO level   -18.50 eV
ΔE to the lowest compared entry with this formula, charge and spin   373.9 kJ/mol
LUMO   -13.5 eV
Net charge   +3

```
44
Properties=species:S:1:pos:R:3:forces:R:3
Sn -0.014 -0.402 1.197 1.281 2.570 1.170
P -2.391 0.094 0.501 -1.929 0.242 -1.260
C -2.106 0.390 -1.261 -0.230 5.462 3.219
C -0.846 1.113 -1.571 -0.305 0.091 0.551
N 0.195 0.943 -0.711 0.171 -0.776 -0.030
C 1.411 1.378 -1.106 0.720 0.474 -0.292
C 1.563 2.134 -2.266 1.423 -0.974 1.419
C 0.496 2.367 -3.086 0.502 1.176 -1.041
C -0.709 1.859 -2.737 -1.598 -0.550 0.416
C 2.643 1.056 -0.257 -0.321 0.284 0.583
P 2.504 -0.493 0.738 0.363 0.063 -1.288
H -1.598 2.041 -3.329 0.119 -0.131 -0.094
H 2.570 2.471 -2.474 -0.087 0.164 -0.290
H 0.630 2.975 -3.987 -0.153 -0.286 0.302
H 3.560 0.929 -0.871 -0.544 0.041 0.161
H 2.866 1.873 0.459 -0.186 -0.252 -0.274
H -2.018 -0.608 -1.611 0.076 -1.815 -0.961
H -2.987 0.869 -1.682 -0.260 0.158 0.105
H -0.962 -2.385 -1.541 -2.318 1.038 -2.032
O -1.744 -1.697 -2.105 2.055 -3.530 0.107
H -2.323 -1.826 -2.840 -0.214 -1.089 -0.974
H -0.585 -2.313 0.366 0.984 -3.381 -4.740
O -0.233 -2.805 -0.692 0.000 -0.792 5.322
H -0.231 -3.839 -0.614 -0.129 2.322 0.147
C 2.949 -1.838 -0.378 -0.263 -0.504 0.103
H 3.969 -1.620 -0.753 -0.457 -0.143 0.144
H 2.955 -2.786 0.192 0.130 0.351 -0.311
H 2.231 -1.936 -1.216 0.468 0.189 0.392
C 3.624 -0.413 2.114 -0.574 -0.099 0.536
H 3.510 -1.316 2.714 0.147 -0.058 0.090
H 4.634 -0.356 1.713 0.187 0.021 -0.108
H 3.409 0.458 2.733 0.081 0.050 0.026
C -2.921 1.535 1.409 0.729 0.251 0.964
H -3.950 1.795 1.120 0.155 -0.250 -0.123
H -2.890 1.301 2.483 -0.226 0.184 -0.152
H -2.256 2.390 1.238 -0.145 -0.140 -0.061
C -3.642 -1.187 0.713 0.278 -0.668 0.389
H -3.862 -1.301 1.793 0.028 0.071 -0.530
H -4.566 -0.873 0.184 0.483 -0.038 0.174
H -3.293 -2.159 0.310 -0.314 0.552 0.096
O 0.036 1.141 4.903 -0.006 -0.304 -3.679
N 0.096 0.569 3.832 0.229 -0.323 3.000
O 0.264 -0.673 3.765 -0.211 -0.373 -1.435
O 0.014 1.146 2.611 -0.138 0.723 0.258
```
Positions in Å, forces in eV/Å.

=====

Number 1 is which compound?
C20H22N2OS2

=====

HOMO level of number 2 (C11H23N2O5P2Sn)?
-18.50 eV

=====

The highest LUMO belongs to which entry?
C20H22N2OS2